# 1
One molecule with the formula C5H7NS2. Source: the OMol25 dataset; level of theory: ωB97M-V/def2-TZVPD.

ORCA input file:
```
! wB97M-V def2-TZVPD RIJCOSX def2/J DEFGRID3
* xyz 0 1
N -2.662 1.330 0.038
C -0.914 -0.268 -0.045
S -1.347 2.357 -0.074
H 0.540 -1.969 0.728
H 1.413 2.051 0.703
S -3.702 -1.043 0.144
C -0.105 -1.534 -0.065
C -2.344 -0.045 0.015
C -0.294 0.992 -0.010
H -3.619 1.601 -0.376
H 1.665 1.214 -0.870
H -0.717 -2.359 -0.358
C 1.171 1.248 0.060
H 1.708 0.369 0.498
H 0.422 -1.316 -0.993
*
```

## Properties
Structure (SMILES): Cc1s[nH]c(=S)c1C
Total energy: -1045.80950 hartree
Highest occupied orbital energy: -7.7 eV
Molar mass: 145.3 g/mol

# 2
C5H7O2P2S2 as an isolated structure. Source: the OMol25 dataset; level of theory: ωB97M-V/def2-TZVPD.

ORCA input file:
```
! wB97M-V def2-TZVPD RIJCOSX def2/J DEFGRID3
* xyz -1 3
C 0.331 0.299 -3.023
H 1.412 2.081 0.712
S 0.760 -1.966 -0.268
H 1.139 0.889 -3.466
H 0.853 2.115 2.406
H -0.542 0.391 -3.675
P -1.696 0.662 1.947
C 0.068 0.777 -1.628
P -0.230 -0.285 -0.346
S -2.546 -0.622 0.608
H 1.803 0.745 1.794
C 1.033 1.478 1.541
H -0.441 1.733 -1.537
C -0.214 0.771 1.131
O -1.280 -3.660 1.731
O -0.301 -1.910 2.836
H 0.642 -0.744 -2.998
C -0.789 -2.755 2.234
*
```

## Properties
Total energy: -1824.29446 hartree
Highest occupied orbital energy (spin up / spin down): -2.0 / -3.8 eV
Molar mass: 225.2 g/mol

# 3
An isolated ion of composition C5H7O3 and charge -1. Source: the OMol25 dataset; level of theory: ωB97M-V/def2-TZVPD.

ORCA input file:
```
! wB97M-V def2-TZVPD RIJCOSX def2/J DEFGRID3
* xyz -1 1
H 1.782 0.176 -0.702
C -0.280 -0.185 0.526
H -1.242 1.644 0.277
H 0.453 -1.536 -2.641
C 0.690 -1.238 -1.582
O 1.728 -0.239 -1.591
H 0.978 -2.200 -1.133
O 0.284 0.931 3.126
O -0.706 2.808 2.469
C -0.377 1.625 2.301
H -0.956 0.140 -1.456
H -1.341 -1.440 -0.861
H 0.267 -0.842 1.162
C -0.730 1.039 0.986
C -0.551 -0.684 -0.880
*
```

## Properties
Structure (SMILES): O=C([O-])/C=C/CCO
Total energy: -420.47384 hartree
Highest occupied orbital energy: -4.0 eV
Molar mass: 115.1 g/mol

# 4
C5H7O4Tl as an isolated structure. Source: the OMol25 dataset; level of theory: ωB97M-V/def2-TZVPD.

ORCA input file:
```
! wB97M-V def2-TZVPD RIJCOSX def2/J DEFGRID3
* xyz -1 2
H -0.555 -1.452 -0.656
C 1.110 -1.430 -2.156
O -1.819 2.089 -0.046
H 0.644 -0.685 2.368
O -0.675 1.333 1.755
H 2.225 -1.498 -2.026
O 0.710 -0.279 -2.778
C 1.086 -0.130 1.526
H 1.043 -2.399 -0.164
O -2.678 2.088 2.023
C -1.680 1.894 1.152
H -3.383 2.573 1.577
H 2.162 -0.274 1.376
C 0.512 -1.672 -0.791
H 0.873 -2.354 -2.759
C 0.550 1.028 0.987
Tl -0.126 1.168 -1.387
*
```

## Properties
Total energy: -668.02147 hartree
Highest occupied orbital energy (spin up / spin down): -2.4 / -2.4 eV
Molar mass: 335.5 g/mol

Q: The lowest total energy belongs to which entry?
A: C5H7O2P2S2

Q: Among the records above, which one has the highest total energy?
A: C5H7O3

Q: Which of these has the lowest molar mass?
A: C5H7O3